# 1
Below is the ion C22H31N2O4 with charge +1, with properties calculated with the ωB97M-V functional and the def2-TZVPD basis.

The geometry in XYZ format:
```
59
Properties=species:S:1:pos:R:3
O -0.007 -0.472 0.719
C 0.901 -0.344 1.807
C 0.671 1.001 2.511
O 0.725 2.036 1.550
C -0.376 2.864 1.413
C -1.683 2.395 1.409
C -2.728 3.284 1.223
C -2.478 4.631 1.032
C -1.172 5.092 1.024
C -0.122 4.215 1.214
C 0.704 -1.518 2.785
N 0.766 -2.846 2.232
C -0.421 -3.379 1.586
C -0.155 -3.786 0.132
N 0.759 -2.798 -0.479
C 0.834 -2.893 -1.949
C -0.427 -2.447 -2.704
O -1.457 -3.379 -2.478
C -0.873 -1.024 -2.304
O 0.285 -0.249 -2.107
C 0.160 1.129 -2.048
C -1.048 1.809 -2.002
C -1.046 3.195 -1.958
C 0.142 3.899 -1.937
C 1.346 3.213 -1.954
C 1.359 1.834 -2.011
C 2.109 -2.941 0.122
C 1.989 -3.287 1.632
H -0.029 0.396 0.282
H 1.927 -0.341 1.410
H 1.469 1.169 3.243
H -0.289 0.997 3.037
H -1.900 1.345 1.549
H -3.743 2.916 1.225
H -3.297 5.318 0.892
H -0.970 6.142 0.880
H 0.901 4.554 1.214
H 1.473 -1.436 3.557
H -0.267 -1.413 3.271
H -0.768 -4.263 2.136
H -1.213 -2.630 1.621
H -1.084 -3.817 -0.435
H 0.317 -4.769 0.073
H 0.403 -1.845 -0.197
H 1.036 -3.933 -2.217
H 1.656 -2.261 -2.289
H -0.142 -2.441 -3.766
H -2.154 -3.278 -3.136
H -1.498 -0.605 -3.102
H -1.475 -1.075 -1.384
H -1.990 1.284 -2.006
H -1.988 3.720 -1.934
H 0.131 4.976 -1.908
H 2.280 3.753 -1.932
H 2.288 1.286 -2.041
H 2.654 -2.010 -0.036
H 2.641 -3.743 -0.393
H 2.045 -4.374 1.755
H 2.831 -2.854 2.171
```

Net charge   +1
Energy relative to the best compared isomer or geometry (same formula, charge and spin)   0.00 kcal per mole
E_LUMO   -2.04 eV
Frontier orbital gap   9.0 eV

Atom charges from the Mulliken analysis, given in e for atoms 1 to 8:
1. O -0.339
2. C 1.364
3. C -1.272
4. O -0.423
5. C 0.612
6. C -0.043
7. C -0.810
8. C -0.629

=====

# 2
Below is an isolated molecule of C3H5NO2, with properties calculated with the ωB97M-V functional and the def2-TZVPD basis.

The geometry in XYZ format:
```
11
Properties=species:S:1:pos:R:3
C 0.527 -1.022 -1.210
C -0.154 -0.667 0.092
O -1.065 -1.305 0.567
N 0.266 0.533 0.692
C -0.682 1.399 1.217
O -0.443 2.531 1.558
H 0.619 -0.136 -1.845
H -0.088 -1.767 -1.716
H 1.528 -1.436 -1.055
H 1.170 0.934 0.474
H -1.680 0.935 1.227
```

Net charge   0
Energy relative to the best compared isomer or geometry (same formula, charge and spin)   4.40 kcal per mole
E_LUMO   0.69 eV
Frontier orbital gap   11.0 eV

Atom charges from the Mulliken analysis, given in e for atoms 1 to 8:
1. C -1.016
2. C 0.630
3. O -0.529
4. N -0.151
5. C 0.078
6. O -0.517
7. H 0.317
8. H 0.308

=====

# 3
Below is a cluster of 3 separate species, C13H21NO11 in total in a non-equilibrium geometry, with properties calculated with the ωB97M-V functional and the def2-TZVPD basis.

The geometry in XYZ format:
```
46
Properties=species:S:1:pos:R:3
C 4.442 -3.512 3.253
C 3.300 -4.010 2.368
O 3.580 -5.356 1.956
C 3.172 -3.157 1.141
O 1.840 -3.081 0.589
C 1.008 -2.429 1.425
C -0.076 -2.996 1.932
N -0.603 -4.269 1.713
C -0.617 -1.975 2.897
O -1.339 -2.209 3.826
O -0.005 -0.781 2.644
C 1.127 -1.014 1.880
O 1.923 -0.164 1.598
H 4.732 -4.323 3.901
H 4.054 -2.724 3.887
H 5.273 -3.159 2.663
H 2.419 -4.048 3.002
H 3.048 -5.927 2.502
H 3.785 -3.613 0.379
H 3.540 -2.151 1.299
H -1.556 -4.152 1.393
H -0.599 -4.767 2.595
C 0.114 1.904 -0.069
O 0.323 2.749 -1.206
C 0.915 2.146 -2.232
O 1.270 1.001 -2.271
O 1.042 3.039 -3.215
C 1.665 2.524 -4.393
H -0.374 2.510 0.689
H -0.536 1.070 -0.329
H 1.059 1.545 0.320
H 1.079 1.710 -4.814
H 2.677 2.187 -4.176
H 1.706 3.343 -5.106
C -2.233 4.174 -2.289
O -3.603 4.588 -2.313
C -4.450 3.681 -1.840
O -4.160 2.595 -1.414
O -5.682 4.183 -1.917
C -6.701 3.306 -1.437
H -1.647 4.992 -2.696
H -1.908 3.979 -1.272
H -2.087 3.292 -2.908
H -6.548 3.078 -0.384
H -6.726 2.389 -2.021
H -7.644 3.832 -1.555
```

Net charge   0
Energy relative to the best compared isomer or geometry (same formula, charge and spin)   6.96 kcal per mole
E_LUMO   -0.74 eV
Frontier orbital gap   9.5 eV

Atom charges from the Mulliken analysis, given in e for atoms 1 to 8:
1. C -1.508
2. C 0.840
3. O -0.574
4. C -1.113
5. O -0.540
6. C 0.374
7. C 0.448
8. N -0.540

=====

# 4
Below is a structure of composition C5H20NNaO8, with properties calculated with the ωB97M-V functional and the def2-TZVPD basis.

The geometry in XYZ format:
```
35
Properties=species:S:1:pos:R:3
Na -0.010 -0.042 -0.064
N -1.829 2.083 2.299
O -1.776 1.250 1.345
O -0.893 2.895 2.437
O -2.819 2.093 3.050
C -2.939 -1.054 -1.186
O -1.747 -0.788 -1.932
H -3.756 -1.385 -1.834
H -2.740 -1.822 -0.439
H -3.283 -0.134 -0.718
H -1.791 -1.252 -2.769
C 2.051 -0.673 -2.811
O 1.718 -1.220 -1.526
H 2.021 -1.445 -3.583
H 1.287 0.058 -3.074
H 3.023 -0.178 -2.795
H 2.115 -2.092 -1.477
C 1.207 0.700 3.263
O 1.515 0.777 1.861
H 0.751 -0.270 3.446
H 2.102 0.842 3.873
H 0.470 1.463 3.532
H 2.054 1.561 1.731
C -0.326 2.479 -2.300
O 0.514 2.028 -1.244
H -1.294 1.988 -2.192
H -0.500 3.557 -2.269
H 0.045 2.206 -3.296
H 1.410 2.337 -1.401
C 0.913 -2.787 1.679
O -0.195 -2.029 1.207
H 1.220 -2.498 2.689
H 0.681 -3.856 1.698
H 1.748 -2.603 1.010
H -0.947 -2.190 1.786
```

Net charge   0
Energy relative to the best compared isomer or geometry (same formula, charge and spin)   0.46 kcal per mole
E_LUMO   -0.26 eV
Frontier orbital gap   7.2 eV

Atom charges from the Mulliken analysis, given in e for atoms 1 to 8:
1. Na 0.659
2. N 0.856
3. O -0.554
4. O -0.631
5. O -0.629
6. C -0.631
7. O -0.337
8. H 0.401

=====

# 5
Below is a cluster of 6 separate species, CH13O6 in total, with properties calculated with the ωB97M-V functional and the def2-TZVPD basis.

The geometry in XYZ format:
```
20
Properties=species:S:1:pos:R:3
C -1.548 0.463 -0.126
O -0.326 0.491 -0.845
H -1.364 0.374 0.963
H -2.163 -0.378 -0.444
H -2.127 1.385 -0.291
H 0.273 -3.160 0.593
H 0.518 -3.630 2.058
O 0.329 -3.945 1.175
H 1.977 0.590 1.050
H 0.658 0.971 0.237
O 1.332 1.297 0.941
H 0.155 0.891 -3.654
H -0.805 0.682 -2.497
O -0.782 0.784 -3.484
H 0.638 -2.199 -1.531
H 0.263 -0.932 -0.690
O 0.640 -1.879 -0.625
H -0.683 2.797 2.817
H 0.693 2.260 2.243
O 0.270 2.897 2.862
```

Net charge   -1
Energy relative to the best compared isomer or geometry (same formula, charge and spin)   3.08 kcal per mole
E_LUMO   3.65 eV
Frontier orbital gap   9.0 eV

Atom charges from the Mulliken analysis, given in e for atoms 1 to 8:
1. C -0.689
2. O -1.102
3. H 0.276
4. H 0.270
5. H 0.242
6. H 0.422
7. H 0.293
8. O -0.668

=====

# 6
Below is a cluster of 13 separate species, C43H94F3NO27S9 in total in a non-equilibrium geometry, with properties calculated with the ωB97M-V functional and the def2-TZVPD basis.

The geometry in XYZ format:
```
177
Properties=species:S:1:pos:R:3
N 13.318 12.920 -14.580
H 12.695 13.352 -15.252
H 14.243 12.734 -14.990
H 12.934 12.002 -14.339
H 13.469 13.552 -13.802
C 17.808 11.644 -17.099
F 18.095 10.706 -16.210
F 18.428 12.750 -16.701
F 18.258 11.332 -18.321
S 15.910 11.939 -17.140
O 15.688 12.959 -18.158
O 15.367 10.612 -17.440
O 15.553 12.466 -15.822
O 15.871 6.153 -19.538
S 14.921 6.027 -18.465
O 13.601 6.675 -18.547
O 14.820 4.413 -18.051
C 13.829 4.046 -17.087
C 13.336 2.682 -17.563
C 15.732 6.608 -16.923
H 13.009 4.748 -16.943
H 14.334 3.860 -16.136
H 12.926 2.092 -16.741
H 14.084 2.044 -18.033
H 12.517 2.800 -18.274
H 16.731 6.178 -16.939
H 15.168 6.240 -16.068
H 15.746 7.695 -17.001
O 14.886 14.001 -21.296
S 15.914 14.995 -21.077
O 15.666 16.213 -20.305
O 17.328 14.242 -20.640
C 17.487 12.885 -20.985
C 19.008 12.672 -21.250
C 16.445 15.513 -22.725
H 16.879 12.632 -21.855
H 17.063 12.305 -20.168
H 18.935 11.666 -21.669
H 19.640 12.750 -20.365
H 19.582 13.289 -21.943
H 17.183 16.306 -22.614
H 15.577 15.844 -23.291
H 16.914 14.689 -23.262
O 20.220 16.842 -16.447
S 19.176 17.007 -17.449
O 18.148 18.070 -17.326
O 19.949 17.057 -18.900
C 19.209 17.505 -20.008
C 20.020 17.275 -21.290
C 18.329 15.440 -17.713
H 18.924 18.553 -19.925
H 18.275 16.959 -20.167
H 19.936 18.183 -21.886
H 19.773 16.356 -21.820
H 21.069 17.206 -20.997
H 17.796 15.256 -16.779
H 19.011 14.615 -17.898
H 17.576 15.551 -18.491
O 12.013 8.111 -13.630
S 12.978 8.980 -14.266
O 13.117 10.410 -13.988
O 14.491 8.268 -14.032
C 15.597 9.144 -14.165
C 16.859 8.495 -13.534
C 12.842 8.746 -16.056
H 15.364 10.113 -13.726
H 15.799 9.249 -15.233
H 17.146 7.654 -14.166
H 16.758 8.101 -12.522
H 17.612 9.280 -13.479
H 12.083 9.424 -16.443
H 12.580 7.702 -16.208
H 13.800 9.046 -16.480
O 10.061 12.806 -18.085
S 11.381 12.265 -18.350
O 12.220 11.705 -17.311
O 11.164 11.064 -19.485
C 12.277 10.243 -19.808
C 11.817 9.420 -21.009
C 12.342 13.455 -19.299
H 12.590 9.640 -18.954
H 13.124 10.887 -20.055
H 11.651 10.100 -21.843
H 10.986 8.776 -20.728
H 12.641 8.773 -21.316
H 11.725 13.722 -20.153
H 13.282 12.984 -19.582
H 12.519 14.208 -18.532
O 22.578 9.485 -12.297
S 22.175 10.367 -13.370
O 22.229 11.809 -13.265
O 23.016 9.990 -14.754
C 23.852 8.816 -14.835
C 23.009 7.577 -14.696
C 20.509 9.916 -13.945
H 24.586 8.827 -14.027
H 24.444 8.866 -15.747
H 22.333 7.533 -13.846
H 23.588 6.651 -14.680
H 22.433 7.472 -15.618
H 20.220 10.561 -14.771
H 19.872 10.166 -13.095
H 20.433 8.838 -14.070
O 17.594 10.014 -22.350
S 16.348 9.357 -21.962
O 15.078 9.591 -22.625
O 16.602 7.755 -22.056
C 17.930 7.352 -21.777
C 18.147 5.881 -22.129
C 16.143 9.652 -20.168
H 18.136 7.581 -20.730
H 18.623 7.916 -22.402
H 18.121 5.673 -23.199
H 17.423 5.223 -21.648
H 19.126 5.501 -21.834
H 16.930 9.285 -19.512
H 15.269 9.027 -19.976
H 15.871 10.688 -19.982
O 16.365 16.373 -14.965
S 14.970 16.448 -15.406
O 13.886 15.726 -14.767
O 14.521 18.035 -15.411
C 15.559 19.040 -15.367
C 15.630 19.711 -13.982
C 14.880 16.275 -17.236
H 15.452 19.754 -16.181
H 16.574 18.646 -15.430
H 16.006 19.036 -13.215
H 14.585 19.889 -13.717
H 16.170 20.653 -14.057
H 15.188 15.247 -17.432
H 15.592 16.992 -17.638
H 13.854 16.480 -17.533
C 23.142 10.454 -20.826
C 22.045 11.216 -20.372
C 21.580 11.106 -19.072
C 22.243 10.217 -18.208
C 23.282 9.434 -18.630
C 23.716 9.563 -19.951
H 23.508 10.506 -21.842
H 21.564 11.881 -21.075
H 20.731 11.659 -18.696
H 21.862 10.121 -17.199
H 23.734 8.697 -17.982
H 24.536 8.951 -20.304
C 17.987 13.791 -13.370
C 19.142 14.266 -12.759
C 19.791 13.475 -11.829
C 19.188 12.330 -11.330
C 18.015 11.872 -11.915
C 17.428 12.596 -12.946
H 17.510 14.362 -14.154
H 19.515 15.179 -13.202
H 20.661 13.859 -11.313
H 19.618 11.806 -10.488
H 17.554 10.982 -11.506
H 16.488 12.371 -13.433
C 22.596 3.745 -18.290
C 21.744 4.620 -19.190
C 21.351 5.915 -18.403
C 20.263 6.720 -19.171
C 19.665 7.880 -18.396
C 18.840 7.398 -17.174
H 23.533 4.183 -17.938
H 23.015 2.833 -18.724
H 22.040 3.434 -17.405
H 22.227 4.912 -20.125
H 20.863 4.105 -19.576
H 22.215 6.567 -18.271
H 20.909 5.704 -17.428
H 20.723 7.136 -20.070
H 19.437 6.063 -19.452
H 20.392 8.607 -18.037
H 18.899 8.336 -19.027
H 18.385 6.435 -17.413
H 19.509 7.200 -16.335
H 18.115 8.146 -16.856
```

Net charge   0
E_LUMO   0.19 eV
Frontier orbital gap   9.4 eV

Atom charges from the Mulliken analysis, given in e for atoms 1 to 8:
1. N 0.081
2. H 0.310
3. H 0.073
4. H 0.526
5. H 0.458
6. C -0.715
7. F 0.313
8. F -0.127

=====

# 7
Below is an isolated molecule of C5H6O in a non-equilibrium geometry, with properties calculated with the ωB97M-V functional and the def2-TZVPD basis.

The geometry in XYZ format:
```
12
Properties=species:S:1:pos:R:3
C -2.080 -1.557 0.213
C -1.374 -0.622 -0.079
C -0.627 0.597 -0.262
C 0.651 0.660 0.553
C 1.707 -0.070 -0.347
O 2.222 -1.107 0.052
H -2.626 -2.453 0.138
H -0.158 0.690 -1.268
H -1.168 1.521 0.004
H 0.949 1.615 0.641
H 0.623 0.159 1.557
H 1.882 0.568 -1.201
```

Net charge   0
Energy relative to the best compared isomer or geometry (same formula, charge and spin)   62.88 kcal per mole
E_LUMO   0.84 eV
Frontier orbital gap   10.6 eV

Atom charges from the Mulliken analysis, given in e for atoms 1 to 8:
1. C 0.065
2. C -0.537
3. C -0.408
4. C -0.619
5. C -0.019
6. O -0.479
7. H 0.435
8. H 0.222

=====

# 8
Below is a cluster of 2 separate species, C4H10N4 in total in a non-equilibrium geometry, with properties calculated with the ωB97M-V functional and the def2-TZVPD basis.

The geometry in XYZ format:
```
18
Properties=species:S:1:pos:R:3
C 0.318 0.449 0.539
C 1.063 -0.409 -0.524
C 0.357 -0.868 -1.692
C -0.791 -0.526 -2.157
H -1.136 1.659 1.347
H -0.127 2.438 2.835
H 0.905 2.172 0.286
H 1.975 0.083 -1.051
H 1.572 -1.084 0.106
H 0.841 -1.618 -2.368
H -1.066 -0.499 -3.239
H -1.500 0.009 -1.577
H -1.392 -1.845 0.117
H -0.553 -2.135 2.298
N -0.316 2.332 1.717
N 0.733 1.718 1.056
N -0.393 -0.248 1.322
N -0.489 -1.626 0.984
```

Net charge   0
Energy relative to the best compared isomer or geometry (same formula, charge and spin)   186.46 kcal per mole
E_LUMO   0.61 eV
Frontier orbital gap   8.8 eV

Atom charges from the Mulliken analysis, given in e for atoms 1 to 8:
1. C 0.202
2. C -0.450
3. C -0.159
4. C -0.769
5. H 0.358
6. H 0.262
7. H 0.265
8. H 0.326

=====

Number 1: total energy -34480.778 eV. Number 2: total energy -8777.504 eV. Number 3: total energy -37833.234 eV. Number 4: total energy -27792.085 eV. Number 5: total energy -13534.995 eV. Number 6: total energy -208553.991 eV. Number 7: total energy -7326.558 eV. Number 8: total energy -10262.765 eV.